Entry 1:
76
Properties=species:S:1:pos:R:3:lowdin_charge:R:1 method="wB97M-V/def2-TZVPD" homo_lumo_gap_ev=7.5 lumo_energy_ev=-2.39 total_charge=+1 e_homo_ev=-9.939
C -1.778 0.670 5.531 -0.1399
C -2.127 0.906 3.985 -0.6097
Cl -0.479 1.007 3.101 0.5070
C -2.927 2.304 3.708 -0.1407
C -4.366 2.032 3.059 -0.4237
C -4.283 1.320 1.616 -0.1228
C -3.243 1.984 0.592 -0.1909
C -3.203 1.000 -0.711 -0.1910
C -2.429 1.645 -1.961 -0.1428
N -1.863 0.487 -2.761 -0.1936
C -0.519 0.367 -3.261 -0.0733
C -0.493 -1.018 -3.951 -0.0966
C -1.922 -1.644 -3.789 -0.0725
C -2.785 -0.612 -3.015 -0.0656
C -5.209 1.000 4.005 -0.1536
C -5.275 1.444 5.540 -0.6865
C -5.859 0.156 6.356 -0.1710
Br -6.566 2.925 5.907 0.6614
O -5.213 3.208 2.917 -0.0785
C -4.479 4.379 2.585 -0.2258
O -4.142 5.183 3.497 0.0432
H -0.798 0.068 5.615 0.0730
H -2.598 0.001 5.971 0.0806
H -1.641 1.627 6.136 0.0942
H -2.648 0.001 3.527 0.0889
H -2.215 2.906 3.027 0.1006
H -3.023 2.863 4.701 0.1240
H -5.315 1.318 1.096 0.1426
H -3.922 0.237 1.809 0.1214
H -3.478 3.064 0.313 0.1019
H -2.166 1.959 1.004 0.0843
H -4.304 0.828 -0.991 0.1129
H -2.682 0.044 -0.343 0.1284
H -1.590 2.365 -1.680 0.1253
H -3.193 2.206 -2.624 0.1363
H 0.271 1.166 -3.118 0.0988
H 0.411 -1.494 -4.444 0.0610
H -2.290 -2.671 -4.142 0.0823
H -3.874 -0.732 -2.729 0.1148
H -6.254 0.941 3.518 0.1434
H -4.759 -0.051 3.882 0.1160
H -4.271 1.693 6.014 0.0724
H -6.974 0.084 6.059 0.0764
H -5.351 -0.810 6.018 0.0749
H -5.824 0.336 7.483 0.0800
H -4.196 4.697 1.521 0.1515
C 5.282 -0.649 -4.879 -0.0513
C 5.951 -1.431 -3.762 -0.1537
N 5.647 -0.907 -2.350 -0.2422
C 6.145 0.540 -2.266 0.0163
C 6.490 -1.671 -1.316 -0.1512
C 6.184 -3.149 -1.156 -0.0524
C 4.141 -0.865 -2.005 -0.0503
C 3.337 -2.153 -2.187 -0.1917
O 3.350 -2.591 -3.536 -0.2200
C 3.147 -3.995 -3.676 -0.0665
H 5.666 0.371 -4.951 0.0794
H 5.498 -1.135 -5.833 0.1014
H 4.198 -0.600 -4.778 0.0785
H 7.037 -1.377 -3.882 0.1357
H 5.677 -2.482 -3.802 0.1058
H 7.194 0.562 -2.564 0.1159
H 6.033 0.880 -1.235 0.1108
H 5.543 1.165 -2.923 0.1006
H 6.356 -1.162 -0.356 0.1340
H 7.532 -1.547 -1.623 0.1316
H 5.349 -3.308 -0.472 0.0798
H 7.041 -3.642 -0.689 0.0985
H 5.988 -3.664 -2.095 0.0773
H 3.710 -0.087 -2.641 0.1307
H 4.077 -0.528 -0.966 0.1452
H 2.294 -1.943 -1.923 0.1396
H 3.673 -2.936 -1.510 0.0974
H 2.694 -4.447 -2.790 0.0977
H 4.114 -4.469 -3.873 0.0861
H 2.497 -4.167 -4.535 0.0978

Entry 2:
30
Properties=species:S:1:pos:R:3:nbo_charge:R:1 method="wB97M-V/def2-TZVPD" homo_lumo_gap_ev="7.9 / 4.0" spin_multiplicity=2 lumo_energy_ev="-4.09 / -7.98" total_charge=+1 e_homo_ev="-11.958 / -11.935"
C -1.275 1.842 3.680 -0.6275
C -0.002 -1.307 2.242 -0.2335
C -0.647 -0.364 3.030 -0.1861
C 1.166 -0.857 1.494 -0.2294
C -0.308 0.991 3.024 -0.0378
C 1.574 0.431 1.541 -0.2423
C 0.855 1.300 2.396 -0.2119
H -0.271 -2.381 2.159 0.2328
H -1.716 -0.514 3.451 0.2200
H 1.572 -1.494 0.643 0.2074
H 2.548 0.802 1.011 0.2356
H -1.289 1.881 4.755 0.2448
H -2.259 1.599 3.336 0.2259
H 1.336 2.220 2.737 0.2211
H -1.039 2.950 3.313 0.2147
C -0.357 -2.303 -3.615 -0.7094
C 0.697 0.070 -3.543 -0.1398
C 0.018 -1.086 -2.974 0.2016
C 0.665 1.243 -2.876 -0.2139
C -0.332 -1.044 -1.625 -0.1770
C 0.088 1.351 -1.619 0.0116
C -0.409 0.226 -0.993 -0.1453
H 0.892 -0.093 -4.625 0.2513
H 1.154 1.997 -3.415 0.2540
H -1.087 -2.885 -3.050 0.2581
H 0.426 -2.968 -4.037 0.3042
H -0.519 -1.896 -0.867 0.2717
H 0.283 2.183 -0.965 0.2517
H -0.823 0.212 -0.011 0.2617
H -0.941 -2.109 -4.596 0.2860

Entry 3:
14
Properties=species:S:1:pos:R:3:nbo_charge:R:1 method="wB97M-V/def2-TZVPD" homo_lumo_gap_ev="9.6 / 6.8" lumo_energy_ev="0.43 / -0.91" total_charge=0 e_homo_ev="-9.131 / -7.658"
C -0.449 0.289 -2.298 -0.2053
C 0.403 -0.710 -1.609 -0.4093
C -1.576 0.624 -1.602 -0.4889
C -0.137 -1.247 -0.489 -0.1149
C 1.023 -1.398 2.305 -0.0528
O 1.475 -0.162 2.511 -0.6511
P -1.814 -0.509 -0.140 0.4962
H 0.009 0.890 -3.086 0.2232
H 1.273 -1.037 -2.133 0.2233
H -2.436 1.300 -1.808 0.2348
H 1.719 -1.962 1.651 0.1590
H -0.043 -1.484 2.102 0.1397
H 0.805 0.237 3.080 0.4769
H -1.283 0.118 0.883 -0.0308

Entry 4:
15
Properties=species:S:1:pos:R:3:nbo_charge:R:1 method="wB97M-V/def2-TZVPD" homo_lumo_gap_ev=8.1 lumo_energy_ev=0.63 total_charge=0 smiles="C=Nn1c(O)ccc1O" e_homo_ev=-7.472
C -0.653 1.754 0.238 -0.3261
C -1.027 1.515 -1.089 -0.3756
C -0.014 0.693 0.740 0.3322
C -0.715 0.174 -1.340 0.4218
C 1.516 -1.976 0.731 -0.0950
N 0.639 -1.797 -0.130 -0.2264
N -0.119 -0.258 -0.198 -0.2492
O 0.352 0.480 1.994 -0.6872
O -0.737 -0.644 -2.432 -0.6724
H -0.897 2.734 0.705 0.2192
H -1.463 2.431 -1.602 0.2378
H 2.052 -2.918 0.696 0.2145
H 1.922 -1.077 1.363 0.2193
H -0.388 0.438 2.538 0.4851
H -0.469 -1.550 -2.214 0.5023

Entry 5:
64
Properties=species:S:1:pos:R:3:nbo_charge:R:1 method="wB97M-V/def2-TZVPD" homo_lumo_gap_ev=3.6 lumo_energy_ev=4.65 total_charge=-2 e_homo_ev=1.021
Ca -0.008 0.094 -0.233 1.7378
C -0.146 5.465 -3.063 -0.6219
C -0.159 3.967 -3.206 -0.0794
C -0.026 3.347 -4.438 -0.1911
C -0.042 1.958 -4.532 -0.2876
C -0.181 1.266 -3.354 0.1732
Br -0.221 -0.639 -3.266 0.0492
N -0.288 1.824 -2.170 -0.4146
C -0.296 3.145 -2.088 0.0809
H -0.044 5.953 -4.034 0.1944
H 0.687 5.786 -2.433 0.2177
H -1.068 5.823 -2.600 0.2106
H 0.092 3.946 -5.336 0.1880
H 0.055 1.449 -5.480 0.2127
H -0.391 3.535 -1.080 0.2126
C 0.322 -2.355 5.106 -0.4003
N -0.492 -2.279 3.901 -0.4733
C -1.774 -1.630 4.145 -0.4542
C 0.204 -1.760 2.782 0.6061
N -0.010 -0.667 2.200 -0.7411
N 1.211 -2.645 2.380 -0.6601
C 1.928 -2.592 1.177 0.5624
N 3.062 -3.442 1.255 -0.8613
N 1.579 -1.892 0.198 -0.6826
H -0.264 -2.794 5.913 0.1851
H 0.656 -1.355 5.428 0.1688
H 1.201 -2.978 4.939 0.1914
H -2.330 -2.233 4.866 0.1755
H -2.345 -1.544 3.214 0.3112
H -1.645 -0.620 4.570 0.1538
H -0.734 -0.106 2.644 0.3871
H 1.076 -3.579 2.732 0.3912
H 3.636 -3.235 2.063 0.3622
H 3.620 -3.363 0.417 0.3704
H 2.255 -1.807 -0.553 0.3835
O -3.905 -1.341 -0.801 -1.0628
S -2.860 -0.989 0.158 2.5817
O -3.355 -1.131 1.549 -1.1129
O -2.428 0.455 -0.033 -1.1481
O -1.629 -1.798 -0.047 -1.1239
C -2.640 2.531 4.578 -0.4081
C -3.131 2.087 3.213 -0.2047
N -2.012 1.651 2.415 -0.6832
C -0.862 2.407 2.338 0.5899
N -0.138 2.342 1.290 -0.5777
C 1.166 2.991 1.229 -0.3018
C 1.733 3.239 2.615 -0.4197
C 0.680 3.914 3.477 -0.1927
N -0.512 3.095 3.525 -0.4790
C -1.555 3.580 4.398 -0.1908
H -2.221 1.673 5.108 0.2021
H -3.465 2.936 5.171 0.1896
H -3.674 2.917 2.730 0.1510
H -3.826 1.251 3.299 0.2245
H -2.263 1.211 1.501 0.4782
H 1.053 3.951 0.700 0.1400
H 1.795 2.332 0.592 0.3504
H 2.628 3.867 2.573 0.1907
H 2.017 2.282 3.064 0.2071
H 0.455 4.916 3.070 0.1500
H 1.040 4.055 4.504 0.1689
H -2.001 4.512 4.001 0.1491
H -1.104 3.834 5.363 0.1792
O 1.940 0.939 -0.683 -1.7052

Entry 6:
51
Properties=species:S:1:pos:R:3:nbo_charge:R:1 method="wB97M-V/def2-TZVPD" homo_lumo_gap_ev=4.6 lumo_energy_ev=4.38 total_charge=-2 e_homo_ev=-0.193
Pd 1.078 0.170 -0.803 -0.0316
B 4.327 1.049 1.238 0.2104
N 3.095 1.995 1.085 -0.3016
C 2.883 3.114 1.792 -0.0259
C 1.786 3.772 1.277 -0.3955
C 1.385 2.957 0.211 -0.0556
N 2.175 1.889 0.102 -0.3069
N 3.876 -0.421 1.488 -0.3168
C 3.464 -0.949 2.661 -0.0465
C 3.077 -2.254 2.429 -0.4011
C 3.290 -2.424 1.047 -0.0998
N 3.778 -1.318 0.502 -0.2520
H 5.002 1.086 0.235 -0.0532
H 4.922 1.445 2.228 -0.0912
H 3.533 3.364 2.614 0.1983
H 1.338 4.688 1.624 0.2004
H 0.559 3.078 -0.470 0.2092
H 3.434 -0.354 3.558 0.2087
H 2.666 -2.953 3.139 0.2007
H 3.100 -3.289 0.430 0.1873
N -0.991 -0.392 1.314 -0.5731
C 0.294 -0.120 1.697 0.2379
N 0.378 0.795 2.639 -0.5106
C -0.920 1.212 2.830 0.0878
C -1.439 2.187 3.679 -0.2234
C -2.809 2.409 3.673 -0.2661
C -3.661 1.679 2.834 -0.2621
C -3.164 0.705 1.979 -0.2532
C -1.792 0.479 1.993 0.1571
H -1.232 -0.990 0.513 0.4629
H 1.130 -0.722 1.360 0.2354
H -0.774 2.762 4.311 0.2056
H -3.231 3.168 4.323 0.1860
H -4.725 1.885 2.847 0.1868
H -3.817 0.144 1.321 0.2038
O -1.699 -2.000 -0.841 -0.6980
C -1.288 -1.645 -1.955 0.6162
N -0.222 -0.875 -2.215 -0.8663
S -0.034 -0.648 -3.824 2.3022
O 1.082 -1.390 -4.352 -0.9533
O -0.137 0.739 -4.186 -0.9452
C -1.511 -1.508 -4.324 -0.2167
C -2.071 -1.710 -5.569 -0.2262
C -3.245 -2.452 -5.633 -0.2242
C -3.825 -2.970 -4.475 -0.2297
C -3.243 -2.753 -3.232 -0.1778
C -2.075 -2.014 -3.176 -0.1321
H -1.613 -1.301 -6.460 0.2185
H -3.719 -2.630 -6.591 0.1970
H -4.740 -3.545 -4.550 0.1966
H -3.674 -3.142 -2.319 0.2270

Entry 7:
129
Properties=species:S:1:pos:R:3:lowdin_charge:R:1 method="wB97M-V/def2-TZVPD" homo_lumo_gap_ev=2.9 lumo_energy_ev=5.39 total_charge=-3 e_homo_ev=2.534
C 8.354 -15.182 22.904 -0.1236
C 9.179 -14.880 24.131 -0.5074
C 10.346 -15.894 24.287 -0.1091
O 9.585 -13.471 24.278 -0.3691
H 7.418 -14.625 22.874 0.0626
H 8.051 -16.226 22.995 0.0630
H 8.854 -14.926 21.970 0.0175
H 8.490 -15.099 24.946 0.0801
H 9.977 -16.918 24.236 0.0813
H 10.782 -15.836 25.284 0.0034
H 11.142 -15.793 23.550 0.0341
C 13.080 -16.840 19.467 -0.1280
C 14.289 -17.795 19.686 -0.5177
C 14.929 -17.453 21.082 -0.1673
O 13.951 -19.139 19.457 -0.3654
H 12.773 -16.929 18.424 0.0979
H 13.402 -15.822 19.683 0.0390
H 12.232 -17.131 20.087 0.0067
H 15.065 -17.449 19.003 0.0856
H 14.276 -17.584 21.945 0.0011
H 15.317 -16.436 21.138 0.0643
H 15.767 -18.108 21.319 0.0483
C 14.095 -13.932 22.198 -0.0432
C 13.363 -14.641 23.370 -0.4940
C 14.272 -15.678 24.013 -0.1691
O 12.752 -13.741 24.224 -0.2444
H 14.900 -13.284 22.544 0.0101
H 13.439 -13.331 21.568 0.0130
H 14.502 -14.711 21.554 0.0881
H 12.568 -15.265 22.962 0.0579
H 13.812 -16.299 24.782 0.0346
H 15.187 -15.259 24.432 0.0550
H 14.564 -16.366 23.219 0.0425
C 13.101 -19.951 25.365 -0.0672
C 13.175 -18.565 24.665 -0.1926
C 14.209 -18.497 23.496 -0.2728
C 13.971 -19.513 22.467 -0.2249
N 13.815 -20.312 21.632 0.1794
H 12.985 -20.710 24.592 0.0634
H 12.204 -19.962 25.983 0.0688
H 14.029 -20.267 25.842 0.0487
H 13.525 -17.833 25.393 0.0483
H 12.158 -18.294 24.379 0.1109
H 15.166 -18.814 23.911 0.1085
H 14.359 -17.517 23.043 0.0178
C 15.986 -11.979 22.666 -0.1554
C 15.379 -10.930 21.717 -0.1997
C 13.926 -11.210 21.420 -0.2159
C 13.043 -11.111 22.621 -0.2468
N 12.405 -11.040 23.566 0.1628
H 16.966 -11.650 23.012 0.0698
H 16.208 -12.898 22.124 0.0322
H 15.394 -12.189 23.557 0.0805
H 15.897 -10.960 20.758 0.1041
H 15.468 -9.923 22.125 0.1011
H 13.781 -12.139 20.868 0.0429
H 13.486 -10.501 20.719 0.1088
C 12.492 -13.764 19.447 -0.0737
C 11.708 -14.912 20.132 -0.2767
C 10.472 -14.503 20.928 -0.1608
C 10.709 -13.384 21.933 -0.1492
N 10.950 -12.605 22.770 0.1568
H 13.097 -13.166 20.129 0.0146
H 11.937 -13.113 18.772 0.0728
H 13.158 -14.294 18.765 0.0675
H 12.445 -15.407 20.763 0.0413
H 11.427 -15.641 19.372 0.0813
H 10.095 -15.375 21.461 0.0114
H 9.684 -14.059 20.319 0.1153
C 15.873 -17.258 24.952 -0.1704
C 16.006 -18.064 26.269 -0.1659
C 17.469 -18.138 26.742 -0.1415
C 17.937 -16.837 27.321 -0.1613
N 18.254 -15.830 27.730 0.1528
H 14.824 -17.229 24.660 0.0100
H 16.373 -17.702 24.091 0.0869
H 16.185 -16.215 25.008 0.0281
H 15.581 -19.064 26.186 0.0953
H 15.422 -17.593 27.059 0.0892
H 18.070 -18.295 25.846 0.1152
H 17.726 -18.979 27.386 0.1046
C 13.931 -15.564 28.102 -0.0698
C 13.704 -16.029 26.634 -0.2749
C 12.252 -16.000 26.148 -0.2105
C 11.628 -14.688 26.271 -0.2718
N 11.133 -13.600 26.331 0.2027
H 13.739 -14.491 28.108 0.0743
H 14.959 -15.755 28.408 0.0505
H 13.198 -16.009 28.775 0.0717
H 14.082 -17.043 26.499 0.0538
H 14.329 -15.424 25.977 0.0430
H 11.634 -16.697 26.713 0.1395
H 12.148 -16.248 25.091 0.0579
C 14.965 -13.420 25.988 -0.0856
C 16.066 -14.371 26.345 -0.2584
C 17.475 -13.735 26.223 -0.1455
C 17.860 -13.395 24.850 -0.0837
N 18.158 -13.109 23.759 0.0773
H 14.895 -13.157 24.932 0.0620
H 15.130 -12.479 26.513 0.0922
H 13.972 -13.697 26.344 0.0577
H 16.011 -15.246 25.697 0.0341
H 15.879 -14.707 27.365 0.0767
H 18.244 -14.355 26.686 0.0416
H 17.550 -12.802 26.783 0.1163
C 12.086 -17.069 22.425 -0.1309
C 10.638 -17.291 21.973 -0.1927
C 10.499 -17.953 20.603 -0.1795
C 11.234 -19.199 20.373 -0.2074
N 11.767 -20.255 20.236 0.1313
H 12.666 -16.386 21.804 0.0681
H 12.611 -18.024 22.454 0.0635
H 12.076 -16.678 23.442 0.0285
H 10.133 -16.328 22.053 0.0306
H 10.111 -17.900 22.708 0.1101
H 10.647 -17.241 19.791 0.0914
H 9.479 -18.335 20.567 0.1120
C 16.983 -17.022 21.896 -0.1426
C 16.767 -15.804 22.825 -0.2088
C 17.383 -14.508 22.279 -0.2108
C 18.889 -14.499 22.302 -0.2651
N 20.047 -14.524 22.247 0.0986
H 16.330 -17.819 22.252 0.0350
H 17.956 -17.514 21.874 0.0921
H 16.641 -16.885 20.870 0.0776
H 17.207 -16.019 23.798 0.0975
H 15.695 -15.643 22.935 0.0467
H 17.012 -13.681 22.886 0.0067
H 17.138 -14.341 21.230 0.1332

Entry 8:
15
Properties=species:S:1:pos:R:3:nbo_charge:R:1 method="wB97M-V/def2-TZVPD" homo_lumo_gap_ev=8.4 lumo_energy_ev=-0.10 total_charge=0 e_homo_ev=-8.532
C 2.217 -0.404 -0.605 -0.7973
C 1.027 -0.307 0.258 0.1954
C -0.228 -0.881 -0.276 -0.4319
N -1.372 -0.678 0.628 -0.6477
C -1.444 0.658 1.053 0.7937
O -1.526 0.984 2.219 -0.6152
N -1.333 1.561 0.008 -0.8551
H 2.281 -1.127 -1.436 0.1924
H 2.254 0.614 -1.039 0.2815
H 3.108 -0.493 0.024 0.2459
H -0.462 -0.553 -1.301 0.2174
H -0.060 -1.961 -0.388 0.2476
H -1.183 -1.193 1.483 0.3887
H -1.685 1.284 -0.899 0.3830
H -1.594 2.497 0.271 0.4017

Entry 9:
13
Properties=species:S:1:pos:R:3:nbo_charge:R:1 method="wB97M-V/def2-TZVPD" homo_lumo_gap_ev="10.6 / 10.8" spin_multiplicity=5 lumo_energy_ev="-15.60 / -15.47" total_charge=+3 e_homo_ev="-26.230 / -26.240"
Ho 0.005 0.648 -0.119 1.9581
O 0.027 3.629 -1.982 -0.1428
C 0.020 2.620 -1.406 0.3709
C 1.794 -0.824 0.303 0.3746
O 2.637 -1.577 0.554 -0.1567
C -1.810 -0.793 0.286 0.3740
O -2.668 -1.532 0.535 -0.1558
C 0.000 -0.956 -1.881 0.3745
O -0.005 -1.852 -2.624 -0.1708
N 0.005 1.343 2.206 -1.2011
H -0.753 1.962 2.538 0.4677
H 0.847 1.811 2.557 0.4638
H -0.092 0.451 2.738 0.4435

Entry 10:
15
Properties=species:S:1:pos:R:3:nbo_charge:R:1 method="wB97M-V/def2-TZVPD" homo_lumo_gap_ev=8.7 lumo_energy_ev=0.89 total_charge=0 e_homo_ev=-7.788
C -0.806 -0.277 -0.089 0.3532
C 1.568 -0.262 0.014 0.6300
C 1.726 1.045 0.158 -0.4237
C 0.480 1.790 -0.043 -0.1329
C -0.714 1.180 -0.102 -0.3208
H -3.230 0.277 0.951 0.3368
H -3.847 -0.892 0.007 0.3583
H 0.351 -1.916 -0.260 0.4364
H 2.700 1.501 0.245 0.2484
H 0.548 2.894 -0.084 0.2218
H -1.605 1.773 -0.443 0.2499
N -3.121 -0.149 -0.014 -0.6715
N -1.910 -0.932 0.065 -0.3746
N 0.404 -0.941 -0.064 -0.5766
F 2.661 -1.149 0.004 -0.3346